# C14H54O13

A molecular structure, C14H54O13 (ωB97M-V/def2-TZVPD, OMol25).

Computed properties:
E_LUMO ... -0.0220 Ha
DFT total energy ... -1543.121752 Ha
Max |F| ... 10.16 eV Å⁻¹
Energy relative to the best compared isomer or geometry (same formula, charge and spin) ... 19.557 eV
Orbital gap ... 8.46 eV

Geometry as ORCA input:
```
! RIJCOSX wB97M-V def2-TZVPD def2/J DEFGRID3
* xyz 0 1
O -2.75 -1.67 -2.47
H -2.03 -1.81 -1.86
H -2.69 -0.74 -2.71
O 2.05 1.55 -1.27
H 1.25 1.24 -0.85
H 2.76 1.15 -0.77
O -1.11 -1.97 -1.25
H -0.94 -2.42 -0.42
H -0.73 -2.54 -1.92
O -1.65 1.53 -3.81
H -2.42 1.83 -4.30
H -1.97 0.78 -3.31
O -2.76 2.58 0.06
H -2.95 2.68 1.00
H -2.32 1.73 0.00
O -0.88 2.22 1.22
H -0.65 2.15 2.15
H -0.93 3.16 1.06
C -3.14 -0.91 0.40
C -2.80 0.09 1.47
O -1.61 -0.24 2.12
H -2.85 -1.89 0.78
H -2.44 -0.79 -0.43
H -4.14 -0.83 -0.05
H -3.56 0.17 2.24
H -2.69 1.15 1.24
H -1.43 0.55 2.64
C 2.19 -2.79 0.72
C 2.20 -1.98 -0.55
O 3.09 -2.61 -1.45
H 1.77 -3.78 0.58
H 1.61 -2.43 1.57
H 3.17 -2.97 1.16
H 2.50 -0.95 -0.33
H 1.19 -2.00 -0.96
H 2.51 -3.00 -2.11
C 1.59 3.64 0.26
C 0.29 3.81 -0.48
O -0.84 4.46 0.13
H 2.35 2.97 -0.16
H 1.66 3.31 1.30
H 2.19 4.52 0.50
H -0.08 2.80 -0.64
H 0.27 4.30 -1.45
H -0.47 5.18 0.64
C 1.71 -0.49 2.41
C 1.32 0.93 2.78
O 1.67 1.05 4.12
H 1.30 -1.32 2.98
H 2.80 -0.54 2.48
H 1.38 -0.67 1.39
H 0.24 1.07 2.71
H 1.76 1.71 2.15
H 0.91 1.32 4.64
C 1.92 -1.42 -3.81
C 1.22 -0.29 -3.13
O 1.78 1.00 -3.49
H 1.76 -1.48 -4.89
H 1.69 -2.32 -3.24
H 2.99 -1.23 -3.73
H 1.27 -0.27 -2.04
H 0.17 -0.21 -3.41
H 2.21 1.42 -2.75
C -0.64 0.59 -1.38
C -0.10 -0.02 -0.10
O 0.60 1.00 0.56
H 0.14 1.09 -1.95
H -1.34 1.33 -0.99
H -1.24 -0.06 -2.03
H 0.57 -0.86 -0.29
H -0.93 -0.39 0.52
H 0.02 1.58 1.06
C -1.21 -2.97 2.94
C -0.18 -2.72 1.77
O -0.87 -2.08 0.69
H -1.47 -4.03 2.97
H -2.07 -2.31 2.93
H -0.89 -2.62 3.92
H 0.31 -3.66 1.50
H 0.67 -2.09 2.03
H -1.28 -1.28 1.03
*
```

***

# C14H56N18O14

14 unconnected molecules or ions with the total composition C14H56N18O14 (ωB97M-V/def2-TZVPD, OMol25).

Computed properties:
E_LUMO ... -0.0282 Ha
DFT total energy ... -2606.263068 Ha
Max |F| ... 3.28 eV Å⁻¹
Energy relative to the best compared isomer or geometry (same formula, charge and spin) ... 2.032 eV
Orbital gap ... 7.39 eV

Geometry as ORCA input:
```
! RIJCOSX wB97M-V def2-TZVPD def2/J DEFGRID3
* xyz 0 1
C -0.61 -5.39 0.26
O 0.09 -6.12 -0.72
H -1.68 -5.60 0.30
H -0.18 -5.47 1.26
H -0.57 -4.31 0.04
H -0.52 -6.20 -1.45
C 0.32 -2.56 3.28
O 0.81 -1.69 4.32
H 1.05 -2.64 2.48
H -0.19 -3.43 3.72
H -0.53 -2.04 2.81
H 0.07 -1.58 4.93
C 4.87 0.31 -1.67
O 3.64 -0.35 -1.98
H 4.69 1.40 -1.67
H 5.21 0.13 -0.66
H 5.67 0.21 -2.41
H 3.45 -0.12 -2.89
C -1.76 2.32 -3.67
O -2.57 2.21 -2.53
H -0.76 1.90 -3.51
H -2.18 1.76 -4.51
H -1.62 3.34 -4.03
H -2.11 1.87 -1.75
C -4.56 -0.53 -1.86
O -4.72 -1.64 -2.72
H -5.50 -0.48 -1.33
H -3.62 -0.61 -1.30
H -4.47 0.44 -2.36
H -3.86 -1.85 -3.10
C 3.98 -1.19 3.00
O 5.17 -0.90 2.84
N 2.94 -0.33 2.93
N 3.51 -2.42 3.24
H 3.18 0.63 2.70
H 1.98 -0.52 3.13
H 2.56 -2.40 3.58
H 4.13 -3.20 3.29
C -5.56 3.19 -0.82
O -6.68 3.49 -0.40
N -4.61 2.62 -0.05
N -5.23 3.22 -2.16
H -4.81 2.38 0.91
H -3.85 2.11 -0.45
H -4.36 2.87 -2.53
H -6.03 3.43 -2.74
C -1.20 -2.08 -3.38
O -2.02 -2.95 -3.05
N -1.44 -1.22 -4.41
N -0.08 -1.79 -2.71
H -2.17 -1.52 -5.03
H -0.87 -0.41 -4.52
H 0.23 -2.27 -1.88
H 0.56 -1.07 -2.97
C -0.60 0.04 -0.15
O -1.28 1.03 -0.42
N -1.16 -1.18 0.12
N 0.73 -0.04 0.09
H -0.52 -1.95 0.10
H -2.15 -1.31 0.22
H 1.10 -0.96 0.27
H 1.40 0.72 -0.01
C -0.38 2.27 3.35
O -0.49 2.54 4.57
N 0.66 2.75 2.67
N -1.36 1.68 2.64
H 1.40 3.22 3.17
H 0.64 2.71 1.66
H -2.22 1.49 3.14
H -1.12 1.12 1.83
C -4.17 0.27 1.82
O -3.82 1.41 2.09
N -5.36 -0.07 1.30
N -3.33 -0.81 1.92
H -6.03 0.59 0.95
H -5.59 -1.05 1.27
H -2.47 -0.70 2.45
H -3.58 -1.77 1.75
C 2.72 -3.38 -0.28
O 1.77 -2.64 0.01
N 2.77 -4.70 0.09
N 3.85 -2.95 -0.87
H 1.94 -5.14 0.44
H 3.37 -5.32 -0.43
H 3.78 -1.98 -1.19
H 4.73 -3.42 -0.96
C 1.29 3.31 -1.37
O 1.37 2.86 -0.22
N 1.03 4.64 -1.54
N 1.47 2.62 -2.53
H 0.86 5.18 -0.72
H 0.98 4.99 -2.48
H 1.56 3.19 -3.35
H 1.80 1.68 -2.53
C 4.33 3.05 2.25
O 3.46 2.69 3.04
N 4.09 3.07 0.92
N 5.53 3.55 2.64
H 3.16 2.90 0.56
H 4.73 3.53 0.30
H 5.64 3.76 3.62
H 6.28 3.53 1.98
*
```

***

# C14H56N28O14

14 unconnected molecules or ions with the total composition C14H56N28O14 (ωB97M-V/def2-TZVPD, OMol25).

Computed properties:
E_LUMO (alpha / beta) ... 0.0654 / 0.0651 Ha
⟨S²⟩ ... 0.750
DFT total energy ... -3153.960047 Ha
Max |F| ... 7.19 eV Å⁻¹
Energy relative to the best compared isomer or geometry (same formula, charge and spin) ... 0.319 eV
Orbital gap (alpha / beta) ... 1.50 / 8.11 eV

Geometry as ORCA input:
```
! RIJCOSX wB97M-V def2-TZVPD def2/J DEFGRID3
* xyz -1 2
C -3.27 -0.72 3.29
O -3.45 0.44 3.08
N -2.74 -1.53 2.37
N -3.40 -1.31 4.44
H -2.39 -1.20 1.48
H -2.79 -2.49 2.68
H -3.77 -0.77 5.21
H -3.19 -2.28 4.62
C 4.02 1.12 1.06
O 4.40 2.20 0.68
N 4.46 -0.02 0.63
N 2.95 1.12 1.82
H 3.79 -0.75 0.81
H 5.29 -0.12 0.05
H 2.45 0.30 2.14
H 2.81 1.96 2.37
C 3.05 -2.36 4.01
O 2.49 -1.58 3.17
N 3.97 -3.23 3.63
N 2.85 -2.52 5.31
H 4.48 -3.79 4.30
H 4.39 -3.05 2.73
H 2.29 -1.75 5.66
H 3.35 -3.16 5.91
C 0.73 3.22 3.87
O 1.85 3.73 3.76
N 0.04 3.10 5.03
N -0.01 2.82 2.87
H 0.51 3.41 5.87
H -0.94 2.84 5.00
H 0.09 3.44 2.08
H -0.77 2.20 3.10
C -0.01 -0.67 6.41
O 1.03 -0.93 6.93
N -0.11 -0.53 5.08
N -1.10 -0.42 7.10
H 0.77 -0.30 4.64
H -0.95 -0.30 4.57
H -1.95 0.04 6.80
H -1.07 -0.84 8.02
C -4.85 -0.52 -0.67
O -5.97 -0.75 -0.28
N -3.91 -1.34 -0.59
N -4.54 0.61 -1.21
H -2.99 -0.97 -0.82
H -4.12 -2.21 -0.13
H -3.67 0.89 -1.64
H -5.36 1.19 -1.27
C 0.44 -1.03 -5.32
O -0.06 -0.15 -5.93
N 1.50 -1.67 -5.75
N -0.02 -1.63 -4.27
H 1.66 -2.56 -5.31
H 2.00 -1.55 -6.62
H -0.85 -1.25 -3.84
H 0.45 -2.40 -3.81
C -0.54 -0.55 -0.07
O -0.68 -1.75 -0.27
N -0.23 -0.03 1.04
N -0.78 0.33 -1.01
H -0.01 -0.66 1.80
H -0.21 0.98 1.08
H -0.55 1.31 -0.95
H -1.16 -0.01 -1.88
C -2.47 -4.62 -0.25
O -2.94 -3.95 0.65
N -1.41 -4.25 -0.96
N -3.03 -5.80 -0.70
H -1.07 -3.31 -1.09
H -1.08 -4.84 -1.71
H -2.70 -6.23 -1.55
H -3.77 -6.16 -0.11
C 1.51 4.17 -0.46
O 0.82 3.14 -0.26
N 1.54 4.87 -1.57
N 2.49 4.51 0.32
H 0.90 4.54 -2.28
H 2.39 5.29 -1.90
H 3.36 5.00 0.17
H 2.43 3.97 1.17
C -2.83 0.28 -4.18
O -2.52 -0.22 -3.11
N -2.44 1.46 -4.44
N -3.57 -0.18 -5.17
H -2.68 1.98 -5.28
H -1.70 1.81 -3.85
H -3.49 -1.18 -5.34
H -3.31 0.34 -5.99
C -1.75 4.41 -2.75
O -1.16 3.36 -2.57
N -2.66 4.56 -3.62
N -1.55 5.46 -2.11
H -3.22 5.41 -3.64
H -2.76 3.81 -4.29
H -0.58 5.46 -1.85
H -2.04 6.26 -2.48
C 2.80 -2.97 -1.33
O 2.15 -2.74 -2.31
N 4.06 -3.23 -1.29
N 2.28 -2.71 -0.16
H 4.64 -3.09 -0.47
H 4.52 -3.36 -2.18
H 2.67 -3.16 0.66
H 1.49 -2.09 -0.08
C 2.78 1.06 -3.28
O 2.94 2.25 -3.39
N 3.31 0.25 -4.11
N 1.98 0.40 -2.48
H 2.90 -0.66 -4.27
H 3.66 0.81 -4.88
H 1.47 0.94 -1.80
H 1.96 -0.60 -2.34
*
```